[1]
Molecular formula: C3H5PS
Method: DFT, the ωB97M-V functional and the def2-TZVPD basis

Results
HOMO energy   -8.8 eV
Gap between HOMO and LUMO   8.87 eV
SMILES   P=C1CSC1
Total charge   0

Structure (XYZ):
```
10
Properties=species:S:1:pos:R:3:forces:R:3
C 0.4976 0.0530 -0.1917 -1.9847 -0.3471 -2.6235
C -0.8022 0.0151 -1.4017 2.2090 3.0312 3.1633
C -0.4673 0.1673 1.0344 2.3463 -1.5941 -0.1986
P 2.1632 0.1331 -0.5159 -1.7105 0.3872 1.3887
S -1.9892 0.0321 0.0151 0.4432 -0.3738 0.3195
H -0.7935 1.0941 -1.8016 0.0595 -1.9301 0.0624
H -0.8959 -0.7486 -2.1361 0.0858 -0.5963 -0.3669
H -0.1709 -0.7011 1.8095 -1.1808 1.9817 -1.5975
H -0.2394 1.1515 1.4480 -0.5833 -0.1193 0.4634
H 2.3808 0.5309 0.8757 0.3156 -0.4394 -0.6108
```
Forces are in eV/Å.

Mulliken atomic charge list, values in e, 4 entries: -0.03, -0.54, -0.43, -0.11



[2]
Molecular formula: C2H3O4S
Method: DFT, the ωB97M-V functional and the def2-TZVPD basis

Results
HOMO energy   -4.1 eV
Gap between HOMO and LUMO   7.55 eV
Total charge   -1

Structure (XYZ):
```
10
Properties=species:S:1:pos:R:3:forces:R:3
C 2.1288 -0.8981 -1.5694 0.5548 -0.2316 1.7917
C 0.9236 -1.3201 -1.3509 -1.1443 -0.0307 0.2849
O -1.4504 -0.5334 1.8656 0.2116 -0.7694 1.0070
O 3.2605 -0.6279 -1.5066 0.2252 0.3800 -0.8597
O -1.3416 1.9639 2.2170 -0.3210 -0.8293 1.1412
O -1.1998 0.9370 -0.0064 -0.4859 0.1123 -0.2400
S -1.9778 0.6588 1.2299 0.6051 1.2719 -1.1693
H 0.4427 -1.8344 -2.1562 -0.3478 -0.1615 -0.2475
H -1.1335 2.7344 1.6979 0.0498 0.1173 -0.7740
H 0.3476 -1.0801 -0.4209 0.6525 0.1410 -0.9344
```
Forces are in eV/Å.

Mulliken atomic charge list, values in e, 4 entries: 0.78, -0.78, -0.57, -0.41



[3]
Molecular formula: C19H16BrN5O6Pt
Method: DFT, the ωB97M-V functional and the def2-TZVPD basis

Results
<S²>   2.008
HOMO energy (spin up / spin down)   -7.4 / -8.4 eV
Gap between HOMO and LUMO (spin up / spin down)   7.33 / 7.98 eV
Spin multiplicity   3
Total charge   0

Structure (XYZ):
```
48
Properties=species:S:1:pos:R:3:forces:R:3
Pt -0.1189 0.0416 -0.0433 0.4387 -0.3931 -0.3352
Br -2.6259 -2.2833 0.0519 0.0328 -0.0934 0.1902
C -1.3113 -2.5032 1.4044 0.1656 0.1401 -0.1882
C -1.4765 -3.4271 2.4155 -0.0279 -0.0882 -0.0090
C -0.4638 -3.5306 3.3617 -0.0133 0.0368 -0.0340
C 0.6547 -2.7221 3.2592 0.0294 -0.1084 0.0182
C 0.7224 -1.8082 2.2220 0.1061 0.2497 0.0085
N -0.2479 -1.7111 1.3110 -0.5413 0.0255 0.1527
C 1.8796 -0.8030 2.1066 0.0536 -0.2746 0.0249
O 2.8548 -1.0024 2.8124 -0.1358 0.0846 -0.0097
O 1.6912 0.1521 1.2807 -0.2696 0.1752 -0.2580
H -2.3616 -4.0444 2.4541 -0.0057 0.0231 0.0070
H -0.5618 -4.2349 4.1773 0.0122 -0.0202 -0.0192
H 1.4762 -2.7691 3.9594 0.0009 0.0534 -0.0150
O -0.0029 1.4226 -1.7548 0.1745 -0.2157 0.0811
N 0.7388 0.9772 -2.6951 -0.0263 0.0896 -0.1219
N 0.9651 -0.2739 -2.6846 -0.1405 -0.0684 0.2001
O 0.4832 -1.1158 -1.7895 0.0583 0.3326 0.0693
C 1.7991 -0.8207 -3.7128 0.2298 -0.1318 -0.3509
C 2.1585 -2.1578 -3.6274 -0.0975 0.1037 0.1671
C 2.9522 -2.7130 -4.6187 0.0115 0.0292 -0.0638
C 3.3816 -1.9412 -5.6865 0.0227 -0.0524 -0.0059
C 3.0199 -0.6029 -5.7582 -0.0081 0.0249 -0.0278
C 2.2277 -0.0326 -4.7781 -0.0899 -0.0203 0.1782
H 1.8177 -2.7370 -2.7831 -0.0127 -0.0242 -0.0208
H 3.2313 -3.7563 -4.5547 0.0043 0.0036 0.0134
H 3.9964 -2.3795 -6.4617 0.0015 0.0071 0.0079
H 3.3524 0.0045 -6.5900 0.0003 0.0021 0.0150
H 1.9420 1.0065 -4.8211 -0.0026 0.0240 -0.0446
O -4.8014 -1.4447 5.0186 0.0576 -0.0931 -0.0416
C -4.9795 -0.0524 4.9382 -0.0920 0.3022 0.0065
N -3.8831 0.4160 4.1238 -0.0438 -0.1423 -0.0432
C -3.7110 1.7317 3.8626 0.1435 -0.1447 0.0932
O -4.4500 2.5901 4.3076 -0.0088 0.0339 -0.0110
C -2.5292 2.0633 3.0001 -0.0418 0.0889 -0.1234
C -1.8697 3.2747 3.1712 0.0281 -0.0134 -0.0202
C -0.7874 3.5685 2.3606 -0.0878 0.0330 0.0526
C -0.4045 2.6558 1.3938 -0.0678 0.0411 -0.0107
N -1.0598 1.5064 1.2084 0.1506 0.0317 0.3426
C -2.0987 1.2172 1.9923 -0.0821 0.0571 0.1129
H -5.5331 -1.8260 5.5099 -0.0268 -0.0124 0.0259
H -4.9410 0.4267 5.9224 -0.0006 -0.0349 -0.0023
H -5.9256 0.2196 4.4587 0.0012 -0.0403 0.0298
H -3.2016 -0.2802 3.8681 0.0366 0.0728 -0.0117
H -2.2122 3.9632 3.9325 -0.0187 -0.0184 0.0025
H -0.2401 4.4935 2.4716 0.0074 -0.0087 -0.0100
H 0.4366 2.8366 0.7383 0.0183 -0.0398 0.0159
H -2.6159 0.2880 1.7829 0.0558 -0.0273 -0.0371
```
Forces are in eV/Å.

Mulliken atomic charge list, values in e, 4 entries: 1.18, -0.07, 0.07, -0.60



[4]
Molecular formula: C21H22N2O6S
Method: DFT, the ωB97M-V functional and the def2-TZVPD basis

Results
HOMO energy   -8.7 eV
Gap between HOMO and LUMO   8.78 eV
SMILES   CCOc1ccc(C(C)=O)cc1COC(=O)[C@H](C)/N=C1\NS(=O)(=O)c2ccccc21
Total charge   0

Structure (XYZ):
```
52
Properties=species:S:1:pos:R:3:forces:R:3
C 3.7406 3.6789 -0.4458 -0.1343 -0.4156 0.0520
C 3.3275 2.4086 0.2911 0.1695 0.4387 0.2077
H 4.1729 2.0306 0.8732 -0.1655 0.0566 -0.0034
H 2.4874 2.5864 0.9697 0.1434 -0.0695 -0.0772
O 3.0185 1.3453 -0.5999 -0.0150 -0.1352 -0.2073
C 1.7702 1.2055 -1.0773 -0.3975 -0.1502 -0.2911
C 0.7579 2.1614 -0.9635 0.3292 0.1213 0.0445
C -0.5012 1.9232 -1.4696 -0.0386 -0.2334 -0.2101
C -0.8028 0.7195 -2.1046 0.4971 -0.2020 0.1190
C 0.2110 -0.2331 -2.2208 -0.1380 0.2463 -0.0177
C 1.4843 -0.0011 -1.7433 0.2847 -0.0274 0.1975
C 2.5236 -1.0902 -1.8478 0.2561 0.5334 -0.0450
H 2.6876 -1.3917 -2.8838 -0.0118 0.0022 0.1530
H 3.4596 -0.7694 -1.3845 -0.1356 -0.1262 -0.1659
O 2.0280 -2.2656 -1.1907 0.0058 -0.4071 -0.2199
C 2.0504 -2.2495 0.1300 0.0363 -0.2093 0.5460
O 2.6752 -1.4549 0.7979 0.1568 0.0768 -0.1070
C 1.0549 -3.2250 0.7414 0.1338 0.0109 -0.0928
N -0.2074 -2.5303 0.5988 -0.5391 -0.0545 -0.1753
C -0.4494 -1.4077 1.1346 -0.0197 -0.6345 -0.1553
N 0.3253 -0.6551 1.9858 -0.4682 0.5193 0.2196
S -0.3518 0.8310 2.3982 0.2565 -0.0263 0.2248
O -0.5934 0.8793 3.8060 -0.2276 -0.1149 0.0061
O 0.4384 1.8923 1.8439 -0.1319 -0.0577 -0.0314
C -1.8397 0.5093 1.4811 0.6179 -0.5757 0.0641
C -2.9683 1.2856 1.3534 -0.0725 0.2694 0.0949
C -4.0208 0.7819 0.5986 0.1498 0.0848 0.1534
C -3.9263 -0.4664 -0.0032 0.0392 -0.0846 0.0229
C -2.7852 -1.2392 0.1340 0.1635 0.0914 0.1982
C -1.7348 -0.7402 0.8923 -0.5609 0.2889 -0.1433
H -2.6896 -2.2039 -0.3353 0.0258 -0.1054 -0.0847
H -4.7505 -0.8377 -0.5923 -0.0686 -0.0329 -0.0739
H -4.9213 1.3668 0.4833 -0.0576 0.0576 -0.0039
H -3.0238 2.2518 1.8296 -0.0779 0.1241 0.0425
H 1.3240 -0.8144 2.0366 0.2332 0.1999 -0.0075
C 0.9671 -4.5582 0.0132 0.1091 0.2160 0.1819
H 0.7150 -4.3869 -1.0283 -0.0267 -0.0170 -0.0782
H 0.1890 -5.1650 0.4671 -0.0587 -0.0579 0.0525
H 1.9158 -5.0847 0.0746 0.0892 -0.1273 -0.0228
H 1.3166 -3.3679 1.7993 0.0795 0.0858 -0.1487
H -0.0206 -1.1739 -2.6982 -0.0368 -0.1120 -0.0426
C -2.1331 0.3994 -2.6585 -0.2897 0.2398 -0.0879
O -2.4365 -0.7287 -2.9847 0.0058 -0.0426 -0.0645
C -3.1002 1.5501 -2.8187 -0.1262 -0.2450 -0.1435
H -3.9912 1.1991 -3.3329 -0.0114 -0.0277 0.0085
H -3.3821 1.9352 -1.8414 -0.0024 0.1097 0.0744
H -2.6399 2.3511 -3.3920 0.0287 0.1313 -0.0060
H -1.2554 2.6849 -1.3501 -0.0962 0.0968 0.0004
H 0.9436 3.0904 -0.4529 0.0422 0.0745 0.0671
H 2.9287 4.0619 -1.0589 -0.0558 0.0774 -0.0488
H 4.0241 4.4392 0.2764 0.0368 0.1170 0.0697
H 4.5902 3.4731 -1.0929 0.0745 0.0217 -0.0450
```
Forces are in eV/Å.

Mulliken atomic charge list, values in e, 4 entries: -1.13, -0.20, 0.42, 0.13



[5]
Molecular formula: C4H14NO
Method: DFT, the ωB97M-V functional and the def2-TZVPD basis

Results
HOMO energy   -15.3 eV
Gap between HOMO and LUMO   11.99 eV
Total charge   +1

Structure (XYZ):
```
20
Properties=species:S:1:pos:R:3:forces:R:3
C -0.8574 0.9229 -1.6959 1.0597 1.3755 -0.0362
C -0.5702 0.4358 -0.2665 1.1390 -1.4906 -1.4702
C 0.5345 -0.7721 -0.3020 -0.7792 0.5759 1.0636
C 0.1511 -2.1717 -0.8353 -0.6176 0.5582 -0.2470
N 0.0691 1.4970 0.5718 0.6561 -0.9060 0.9947
H -0.9142 0.0570 -2.3428 -0.0419 -0.0018 -0.2681
H -0.1619 1.7526 -2.1956 -1.2009 -1.9449 1.3894
H -1.8338 1.3315 -1.5615 -0.8035 0.6413 -0.8568
H -1.5638 0.1644 0.1801 1.2182 -0.0127 -0.0306
H 1.3930 -0.3890 -0.8482 0.1234 0.2072 -0.1081
H 0.8707 -0.9458 0.7375 -0.1228 0.2163 -0.4394
H 0.8354 -2.9426 -0.4337 -0.6449 0.4211 0.1150
H -0.9166 -2.3329 -0.5840 0.6952 -0.4952 0.0085
H 0.2486 -2.2664 -1.9214 -0.1303 0.2892 0.1093
H -0.3453 2.4248 0.6425 -0.6587 -0.2873 -0.0927
H 0.1775 0.9529 1.5680 0.1076 1.3760 -1.0943
H 1.0083 1.6769 0.2088 -0.0378 -0.1819 0.0099
H 1.1387 -0.3648 2.7829 0.1694 -0.1302 0.2259
H 0.3666 0.7585 3.5433 0.0649 -0.0786 0.3062
O 0.3697 0.2109 2.7518 -0.1959 -0.1316 0.4209
```
Forces are in eV/Å.

Mulliken atomic charge list, values in e, 4 entries: -1.26, 0.25, -0.37, -1.23



[6]
Molecular formula: C4H7N2O
Method: DFT, the ωB97M-V functional and the def2-TZVPD basis

Results
HOMO energy (spin up / spin down)   -13.2 / -14.7 eV
Gap between HOMO and LUMO (spin up / spin down)   6.11 / 8.40 eV
Total charge   +1

Structure (XYZ):
```
14
Properties=species:S:1:pos:R:3:forces:R:3
C -0.3692 -1.6110 0.1432 1.8259 -0.2702 0.2016
C -1.5885 -0.9362 0.0912 0.5240 -2.0853 0.8527
C 0.8578 -0.8697 -0.1568 -1.9067 1.5244 2.0155
C 2.0207 1.3640 0.0189 1.1785 2.1928 -1.0536
N -1.5587 0.3312 -0.0871 0.5584 1.7823 -0.3421
N 1.2698 0.2386 0.2217 -1.4085 -1.4383 0.5414
O -2.5557 1.1703 0.0097 -0.8648 0.3564 -0.1804
H -0.1906 -2.7220 0.2810 -0.8327 1.4686 -0.4454
H -2.3522 -1.6119 0.3466 -2.0022 -0.1041 0.0635
H 1.2530 -1.3441 -0.9630 2.1177 -1.7335 -2.7211
H 3.0539 1.2308 0.3755 -0.3136 -0.1368 0.2033
H 2.1208 1.7489 -1.0530 -0.5300 -0.6694 1.2699
H 1.5476 2.1295 0.6797 0.5296 -0.1144 -0.5770
H -3.5086 0.8815 0.0922 1.1246 -0.7726 0.1717
```
Forces are in eV/Å.

Mulliken atomic charge list, values in e, 4 entries: -0.47, 0.05, 0.07, -0.69